Entry 1:
A molecular structure, C55H39N15O2Ta at a distorted geometry, computed with ωB97M-V/def2-TZVPD.

```
112
Properties=species:S:1:pos:R:3
Ta 0.224 0.673 -1.121
C -0.397 7.120 -2.276
C 0.945 7.059 -2.687
C 1.596 5.852 -2.843
C 0.870 4.702 -2.559
C 1.223 3.300 -2.617
N 2.367 2.857 -3.059
C 2.657 1.574 -3.046
C 3.877 1.045 -3.609
C 4.909 1.653 -4.320
C 5.965 0.851 -4.700
C 5.995 -0.519 -4.386
C 4.968 -1.122 -3.687
C 3.907 -0.309 -3.295
C 2.684 -0.599 -2.585
N 2.343 -1.811 -2.215
C 1.111 -2.130 -1.887
N 0.014 -1.289 -1.961
C -1.110 -2.067 -1.818
N -2.351 -1.660 -1.952
C -2.664 -0.393 -2.000
N -1.808 0.680 -1.835
C -2.580 1.822 -1.845
N -2.161 3.067 -1.816
C -0.906 3.394 -1.996
N 0.150 2.533 -2.214
C -0.457 4.762 -2.153
C -1.122 5.974 -2.014
C -3.975 1.466 -1.984
C -5.128 2.245 -2.029
C -6.327 1.581 -2.194
C -6.378 0.183 -2.322
C -5.232 -0.586 -2.287
C -4.024 0.084 -2.114
C -0.725 -3.425 -1.522
C -1.475 -4.559 -1.215
C -0.780 -5.718 -0.937
C 0.625 -5.758 -0.981
C 1.369 -4.638 -1.292
C 0.669 -3.460 -1.548
N 1.948 0.568 -2.440
H -0.867 8.085 -2.166
H 1.473 7.980 -2.885
H 2.624 5.798 -3.168
H 4.877 2.705 -4.559
H 6.789 1.280 -5.252
H 6.842 -1.111 -4.702
H 4.983 -2.173 -3.448
H -2.156 6.012 -1.708
H -5.078 3.319 -1.937
H -7.248 2.145 -2.228
H -7.337 -0.296 -2.455
H -5.263 -1.660 -2.393
H -2.554 -4.524 -1.192
H -1.323 -6.618 -0.682
H 1.128 -6.689 -0.762
H 2.448 -4.666 -1.334
C 2.738 -1.517 1.525
C 2.510 -0.165 0.918
O 1.431 -0.099 0.099
C 3.262 0.919 1.118
C 3.109 2.147 0.318
C 4.261 2.454 -0.593
N 2.124 2.966 0.332
N 1.239 2.986 1.371
C 0.048 2.571 1.273
O -0.402 1.790 0.264
C -0.979 2.871 2.295
C -0.654 3.649 3.403
C -1.611 3.904 4.369
C -2.896 3.392 4.235
C -3.223 2.623 3.128
C -2.266 2.360 2.159
H 2.224 -2.279 0.944
H 2.361 -1.556 2.549
H 3.799 -1.747 1.551
H 4.150 0.811 1.728
H 5.122 2.697 0.035
H 4.039 3.308 -1.226
H 4.549 1.592 -1.197
H 0.347 4.043 3.497
H -1.356 4.507 5.229
H -3.640 3.598 4.992
H -4.222 2.226 3.018
H -2.511 1.742 1.307
C -0.020 -0.210 3.038
C -1.161 -0.924 2.406
N -1.534 -0.879 1.143
C -2.663 -1.674 1.069
C -2.956 -2.198 2.282
N -1.996 -1.712 3.136
C -1.838 -2.133 4.509
N -1.602 -3.551 4.562
N -2.461 -4.364 5.219
N -2.104 -5.577 5.086
C -0.970 -5.609 4.304
C -0.202 -6.690 3.860
C 0.877 -6.402 3.062
C 1.192 -5.073 2.700
C 0.444 -4.001 3.124
C -0.644 -4.302 3.950
H 0.591 0.262 2.276
H 0.614 -0.889 3.611
H -0.375 0.568 3.713
H -3.199 -1.828 0.157
H -3.724 -2.870 2.614
H -2.746 -1.945 5.088
H -1.008 -1.581 4.950
H -0.453 -7.700 4.141
H 1.503 -7.204 2.702
H 2.047 -4.896 2.063
H 0.683 -2.991 2.824
```

## Properties
Charge: +1
Frontier orbital gap (alpha / beta): 4.6 / 4.6 eV
LUMO level (alpha / beta): -4.44 / -4.44 eV



Entry 2:
A molecular structure, C49H42AsN3P2PdS at a distorted geometry, computed with ωB97M-V/def2-TZVPD.

```
99
Properties=species:S:1:pos:R:3
Pd -0.076 0.207 -0.265
N 1.149 -1.038 -2.639
P 1.502 -1.425 -1.025
C 3.073 -0.592 -0.633
C 3.226 0.094 0.567
C 4.407 0.774 0.831
C 5.435 0.759 -0.099
C 5.297 0.049 -1.286
C 4.121 -0.630 -1.553
C 1.991 -3.166 -1.103
C 2.641 -3.701 0.012
C 3.150 -4.986 -0.043
C 3.006 -5.738 -1.203
C 2.335 -5.215 -2.299
C 1.809 -3.932 -2.250
P -0.226 -0.048 -2.794
C -0.475 -0.027 -4.588
C -0.325 1.137 -5.338
C -0.508 1.088 -6.711
C -0.864 -0.104 -7.326
C -1.022 -1.263 -6.575
C -0.841 -1.226 -5.204
C 0.298 1.644 -2.332
C -0.738 2.480 -1.870
C -0.467 3.793 -1.517
C 0.834 4.271 -1.588
C 1.868 3.438 -2.006
C 1.608 2.132 -2.381
H 1.825 -1.149 -3.386
H 2.429 0.078 1.298
H 4.531 1.313 1.762
H 6.358 1.287 0.103
H 6.108 0.015 -2.002
H 4.015 -1.201 -2.469
H 2.763 -3.095 0.903
H 3.666 -5.396 0.815
H 3.410 -6.740 -1.249
H 2.219 -5.803 -3.200
H 1.269 -3.535 -3.099
H -0.054 2.071 -4.863
H -0.377 1.984 -7.303
H -1.027 -0.130 -8.395
H -1.300 -2.190 -7.058
H -0.976 -2.121 -4.608
H -1.758 2.109 -1.872
H -1.260 4.443 -1.172
H 1.043 5.294 -1.306
H 2.880 3.819 -2.062
H 2.411 1.505 -2.747
C -4.057 -4.160 -1.559
C -2.684 -4.177 -1.352
C -2.079 -3.136 -0.667
C -2.857 -2.091 -0.175
C -4.229 -2.065 -0.392
C -4.825 -3.105 -1.091
As -1.968 -0.745 0.898
C -3.386 0.274 1.700
C -4.069 1.343 1.147
C -5.116 1.917 1.856
C -5.457 1.419 3.106
C -4.756 0.361 3.667
C -3.704 -0.222 2.971
C -2.855 -1.334 3.446
C -2.985 -2.010 4.653
C -2.109 -3.040 4.969
C -1.090 -3.401 4.097
C -0.948 -2.736 2.886
C -1.832 -1.717 2.569
H -4.531 -4.978 -2.086
H -2.092 -5.004 -1.721
H -1.005 -3.130 -0.505
H -4.823 -1.243 -0.011
H -5.893 -3.093 -1.266
H -3.791 1.725 0.171
H -5.666 2.748 1.435
H -6.280 1.862 3.652
H -5.032 -0.010 4.645
H -3.773 -1.742 5.344
H -2.224 -3.568 5.906
H -0.413 -4.203 4.360
H -0.163 -3.014 2.191
N 0.337 0.571 3.371
C 0.635 1.786 2.895
S 0.388 2.143 1.242
N 1.078 2.694 3.767
C 1.539 4.031 3.539
C 1.141 5.001 4.450
C 1.562 6.311 4.295
C 2.386 6.658 3.235
C 2.814 5.678 2.353
C 2.404 4.362 2.502
H -0.050 -0.117 2.753
H 0.346 0.366 4.359
H 1.007 2.448 4.744
H 0.494 4.730 5.277
H 1.245 7.059 5.009
H 2.706 7.683 3.111
H 3.491 5.931 1.547
H 2.784 3.605 1.833
```

## Properties
⟨S²⟩: 2.016
Charge: +2
2S+1: 3
Frontier orbital gap (alpha / beta): 7.9 / 5.6 eV
LUMO level (alpha / beta): -4.74 / -7.53 eV



Entry 3:
C4H8N2O3 in the gas phase at a distorted geometry, computed with ωB97M-V/def2-TZVPD.

```
17
Properties=species:S:1:pos:R:3
C -1.094 0.399 -0.221
C -0.484 0.987 -1.455
C -0.661 -0.692 0.451
C 1.556 -0.055 0.510
N -1.359 -1.329 1.461
N 2.741 -0.424 -0.050
O -2.382 0.838 0.078
O 0.641 -1.119 0.333
O 1.401 0.934 1.174
H -2.388 1.801 0.032
H -2.352 -1.153 1.420
H -1.079 -2.283 1.639
H 3.568 0.049 0.269
H 2.864 -1.373 -0.356
H 0.051 1.905 -1.201
H 0.234 0.299 -1.898
H -1.258 1.218 -2.188
```

## Properties
Structure (SMILES): C/C(O)=C(/N)OC(N)=O
Frontier orbital gap: 8.1 eV
LUMO level: 0.79 eV



Listing electronic energy for the structures above in their given order: -85666.2235, -149685.1563, -13400.2737 eV.